Here is a molecular structure, C28H20Cl2N2O2PRe at a distorted geometry from the Open Molecules 2025 dataset. Energies are from wB97M-V/def2-TZVPD.

As for the net charge: +3. As for the spin multiplicity: 4. The highest occupied orbital energy (spin up / spin down) is -17.1 / -17.1 eV. The total energy comes out at -2677.79761 Eh.

Structure (XYZ):
```
56
C28H20Cl2N2O2PRe | the Open Molecules 2025 dataset | wB97M-V/def2-TZVPD
Re -0.40 1.24 -0.74
Cl -0.83 6.30 -1.02
Cl 4.38 6.20 -0.08
P -0.57 -0.97 -0.23
O -0.53 3.27 -1.55
O -0.32 2.33 1.67
N -1.20 1.42 0.93
N 1.65 1.82 -0.89
C 1.86 5.97 -0.98
C 1.72 3.27 -0.85
C 3.02 5.28 -0.50
C 0.81 -1.35 3.57
C -2.34 -1.05 -0.02
C 0.03 -1.68 1.30
C 0.28 -2.56 3.95
C 0.56 3.92 -1.23
C -4.46 -0.18 0.75
C 2.89 3.87 -0.31
C 3.85 2.97 0.35
C -2.39 1.02 1.43
C -0.56 -2.18 -2.69
C 0.61 5.41 -1.11
C -4.33 -2.17 -0.57
C -0.33 -3.34 2.99
C -0.10 -3.01 -3.71
C -0.38 -2.96 1.67
C 2.62 1.04 -0.45
C -5.10 -1.23 0.10
C 0.10 -2.15 -1.44
C 3.72 1.59 0.18
C -2.98 -2.18 -0.46
C -3.06 -0.01 0.68
C 1.24 -2.98 -1.22
C 0.73 -0.95 2.25
C 1.03 -3.81 -3.48
C 1.73 -3.77 -2.27
H 1.30 -0.70 4.32
H 1.99 7.03 -1.04
H -0.72 3.21 1.46
H -0.73 -4.31 3.31
H 4.45 0.83 0.57
H 1.84 -2.90 -0.31
H 4.65 3.38 1.00
H -0.56 -3.03 -4.69
H -2.90 1.46 2.32
H 2.68 -4.36 -2.17
H -2.30 -3.01 -0.81
H -0.77 -3.68 0.86
H -6.12 -1.20 -0.14
H 2.50 -0.05 -0.56
H 0.46 -2.88 5.02
H -4.89 -2.84 -1.24
H -4.99 0.55 1.33
H 1.50 -4.32 -4.30
H -1.48 -1.56 -2.88
H 1.16 -0.01 1.95
```

Results of the Mulliken charge analysis, in e, for atoms 1 through 2: atom 1 (Re): 0.988, atom 2 (Cl): -0.042